[1]
ORCA calculation (ωB97M-V with the def2-TZVPD basis set) on a molecular structure, C4H7FI2 at a distorted geometry.

```
14
Properties=species:S:1:pos:R:3:mulliken_charge:R:1
C -1.4047 0.6788 0.1342 -1.204
C -0.0136 -1.3038 0.4963 -0.142
C -0.0970 0.1235 0.5217 -0.162
C 1.2060 0.7554 -0.7713 -0.891
F -0.6774 -1.8453 1.5807 -0.300
I 3.1665 0.0283 -0.3666 0.143
I 0.6219 0.2409 -2.7722 0.106
H -1.7449 0.3043 -0.7782 0.365
H -1.2106 1.7897 -0.0845 0.296
H -2.0189 0.3264 0.9952 0.370
H 1.1356 -1.5482 0.6914 0.119
H -0.3078 -1.8037 -0.4464 0.247
H 0.2959 0.4743 1.3805 0.502
H 1.0490 1.7796 -0.5807 0.552
```

The value obtained for the largest force on an atom is 6.0 eV/A. The energy above the lowest of the compared OMol25 structures with the same formula, charge and spin comes out at 111.0 kJ/mol. For the frontier orbital gap, the calculation gives 9.20 eV. As for the total charge: 0.

***

[2]
ORCA calculation (ωB97M-V with the def2-TZVPD basis set) on a single C23H20N2O4 molecule at a distorted geometry.

```
49
Properties=species:S:1:pos:R:3:mulliken_charge:R:1
C -0.7756 -3.9916 -3.6076 -0.801
H -0.0222 -4.3116 -2.8809 0.323
O -2.0649 -3.9807 -3.0430 -0.467
C -2.3011 -3.1574 -1.9867 0.613
C -1.3713 -2.3157 -1.4083 -0.230
C -1.7290 -1.5104 -0.3196 0.194
C -3.0389 -1.5608 0.1857 -0.634
C -3.9732 -2.4146 -0.4067 -0.672
C -3.6090 -3.1974 -1.4732 -0.789
H -4.3159 -3.8625 -1.9423 0.451
H -4.9806 -2.4547 -0.0199 0.379
N -3.3641 -0.7679 1.2549 -0.067
C -2.5140 0.0963 1.9047 -0.087
O -2.9037 0.7493 2.8580 -0.735
C -1.1580 0.1437 1.3612 1.112
C -0.8024 -0.6236 0.3089 0.298
H 0.2057 -0.5865 -0.0780 0.443
C -0.2303 1.1032 2.0581 -1.795
N 1.1503 0.9850 1.6604 0.363
C 1.8483 1.9555 1.0142 0.608
O 3.0610 1.9197 0.9181 -0.637
C 1.0540 3.0657 0.4035 -0.062
C 1.3988 4.3765 0.7128 -0.458
C 0.7279 5.4311 0.1206 -0.617
C -0.2767 5.1844 -0.8002 -0.432
C -0.6061 3.8804 -1.1310 -0.779
C 0.0543 2.8223 -0.5326 0.179
H -0.1999 1.8070 -0.7992 0.460
H -1.3806 3.6859 -1.8585 0.413
H -0.7980 6.0078 -1.2659 0.389
H 0.9930 6.4471 0.3733 0.386
H 2.1939 4.5570 1.4207 0.444
C 1.8959 -0.1312 2.2297 -0.663
C 2.8589 -0.7316 1.2581 0.340
C 4.1723 -1.0676 1.3912 -0.790
C 4.5646 -1.6354 0.1543 -0.551
C 3.4618 -1.6038 -0.6364 -0.510
O 2.4195 -1.0659 0.0250 -0.031
H 3.2916 -1.9137 -1.6485 0.475
H 5.5343 -2.0070 -0.1051 0.446
H 4.7869 -0.9161 2.2538 0.472
H 1.1643 -0.8839 2.5396 0.357
H 2.4666 0.1969 3.1068 0.345
H -0.3207 0.9389 3.1402 0.477
H -0.5797 2.1231 1.8710 0.502
H -4.3096 -0.8103 1.6173 0.192
H -0.3571 -2.2546 -1.7690 0.586
H -0.8174 -4.7113 -4.4233 0.236
H -0.5040 -3.0088 -4.0060 0.322
```

The value obtained for the largest force on an atom is 1.1 eV/A. The structure (SMILES) is COc1ccc2[nH]c(=O)c(CN(Cc3ccco3)C(=O)c3ccccc3)cc2c1. The energy above the lowest of the compared OMol25 structures with the same formula, charge and spin comes out at 175.2 kJ/mol. For the frontier orbital gap, the calculation gives 8.30 eV. As for the total charge: 0.

***

[3]
ORCA calculation (ωB97M-V with the def2-TZVPD basis set) on a gas-phase ion, C4H9N2O (charge +1) at a distorted geometry.

```
16
Properties=species:S:1:pos:R:3:mulliken_charge:R:1
C -1.0226 0.4658 0.1393 0.519
C -2.0790 0.0328 0.7342 -0.743
C 1.2799 0.6907 0.1583 -0.446
C 0.3544 -1.5354 -0.6352 -0.792
N 0.7261 1.3667 -0.9779 -0.299
N 0.3053 -0.3602 0.3744 -0.174
O -0.6728 1.5596 -0.5962 -0.266
H -2.9729 0.5471 0.6552 0.372
H -1.8401 -0.7623 1.4716 0.225
H 2.4282 0.4368 0.0813 0.343
H 1.1997 1.3065 1.0623 0.407
H 0.4677 -1.0421 -1.5926 0.358
H 1.0815 -2.2093 -0.5029 0.401
H -0.6589 -2.0396 -0.5463 0.321
H 1.0732 2.2812 -1.2267 0.305
H 0.3302 -0.7383 1.4011 0.468
```

The value obtained for the largest force on an atom is 5.2 eV/A. The structure (SMILES) is C=C1ONC[N@@H+]1C. The energy above the lowest of the compared OMol25 structures with the same formula, charge and spin comes out at 476.5 kJ/mol. For the frontier orbital gap, the calculation gives 10.37 eV. As for the total charge: +1.

***

[4]
ORCA calculation (ωB97M-V with the def2-TZVPD basis set) on 3 unconnected molecules or ions with the total composition C3H12O3 at a distorted geometry.

```
18
Properties=species:S:1:pos:R:3:mulliken_charge:R:1
C 0.0278 -0.0667 -1.1910 -0.474
O 0.9663 -0.1141 -2.2215 -0.500
C 0.4959 0.8866 -0.0693 -0.040
C -0.4472 1.1891 1.0718 -1.076
H -1.0387 0.1857 -1.4806 0.178
H -0.2294 -0.9959 -0.6855 0.327
H 0.6441 -0.7925 -2.8247 0.321
H 1.2550 0.2419 0.3501 0.121
H 0.7148 1.8518 -0.6209 0.300
H -0.9229 0.2304 1.3329 0.245
H 0.0174 1.6924 1.9687 0.288
H -1.2477 1.8392 0.6792 0.309
H -3.1494 -0.3465 -0.5259 0.319
H -4.2563 -1.1241 0.1524 0.321
O -3.7416 -1.0958 -0.6600 -0.633
H 3.3737 -1.5741 1.0159 0.306
H 4.2532 -0.9821 1.8944 0.310
O 3.2852 -1.0255 1.8140 -0.622
```

The value obtained for the largest force on an atom is 3.6 eV/A. The structure (SMILES) is CCCO.O.O. The energy above the lowest of the compared OMol25 structures with the same formula, charge and spin comes out at 103.5 kJ/mol. For the frontier orbital gap, the calculation gives 10.94 eV. As for the total charge: 0.

***

[5]
ORCA calculation (ωB97M-V with the def2-TZVPD basis set) on 2 unconnected molecules or ions with the total composition C3H4BrN at a distorted geometry.

```
9
Properties=species:S:1:pos:R:3:mulliken_charge:R:1
C 1.9711 0.7475 0.0547 -0.677
C -0.2879 -0.4791 0.0378 0.557
C 0.7330 0.3072 0.0371 -0.143
N -1.3596 -1.0256 0.0129 -0.460
Br -4.5721 0.0371 0.0887 -0.294
H 2.5228 1.5695 0.4008 0.338
H 2.5176 0.0856 -0.6761 0.183
H -3.2665 -0.5564 0.4539 0.280
H -1.2501 -1.9452 -0.4742 0.216
```

The value obtained for the largest force on an atom is 4.2 eV/A. The structure (SMILES) is C=C=C=N.Br. The energy above the lowest of the compared OMol25 structures with the same formula, charge and spin comes out at 253.0 kJ/mol. For the frontier orbital gap, the calculation gives 8.77 eV. As for the total charge: 0.

***

[6]
ORCA calculation (ωB97M-V with the def2-TZVPD basis set) on 10 unconnected molecules or ions with the total composition C56H74BrF9N5O29 at a distorted geometry.

```
174
Properties=species:S:1:pos:R:3:mulliken_charge:R:1
C 3.8219 -4.5484 3.6519 -0.040
C 3.8478 -4.5043 2.4535 -0.742
C 3.9141 -4.1418 1.0328 -0.694
C 3.7126 -2.6094 0.8705 -0.251
C 2.9363 -2.2166 -0.3907 -1.777
N 1.5479 -1.8178 -0.1265 0.381
C 0.6699 -2.9793 0.1143 -1.584
C 0.3214 -3.7397 -1.1916 -0.732
C -1.0932 -4.3573 -1.2068 -1.124
C 1.1713 -0.5617 -0.1268 0.085
N -0.1343 -0.2100 0.0912 0.271
C -0.7604 0.5760 -0.9664 -1.098
C -0.4979 -0.1656 -2.3410 -0.462
C -1.2243 0.3569 -3.5740 -0.747
O -0.6219 0.9084 -4.4367 -0.511
Br -3.1356 0.1676 -3.7953 -0.084
N -2.1505 0.7641 -0.7801 0.909
C -2.9459 -0.2347 -0.1013 -1.479
C -3.1037 -1.6385 -0.7135 -0.663
C 0.0029 1.9242 -0.8780 3.379
C -0.4297 2.8524 -1.9317 -1.665
C -0.8641 3.5571 -2.7956 -0.056
C -0.1536 2.6944 0.4790 0.429
F 0.7040 2.1843 1.4004 -0.348
F 0.2640 3.9688 0.2644 -0.376
C -1.4978 2.8442 1.2673 0.035
F -1.1079 3.5201 2.3995 -0.349
F -1.9708 1.6881 1.7510 -0.188
C -2.6267 3.7612 0.7176 0.581
F -2.2479 5.0446 0.7958 -0.296
F -2.9725 3.5187 -0.5601 -0.153
C -3.9525 3.6457 1.5466 0.384
F -4.8064 4.5326 1.0022 -0.268
F -3.7892 3.9765 2.8148 -0.243
F -4.5091 2.4444 1.4204 -0.135
C 1.5539 1.7025 -1.0489 -2.419
C 2.0799 1.8426 -2.5019 -0.274
C 2.6163 3.2399 -2.8286 -1.267
O 2.0903 3.8852 -3.6992 -0.563
N 3.7518 3.7097 -2.1077 0.741
C 4.8448 4.1485 -2.9913 -1.070
C 3.3830 4.7119 -1.0912 -0.850
N 2.0642 0.4555 -0.4021 0.938
C 3.1241 0.6914 0.5898 -0.712
C 4.4524 0.8841 -0.1464 -0.099
C 5.4317 -0.0943 -0.2532 -0.785
H 3.6324 -4.5140 4.6981 0.615
H 4.8783 -4.4629 0.6335 0.548
H 3.1521 -4.7166 0.4968 0.268
H 3.2107 -2.2728 1.7785 0.616
H 4.7062 -2.1652 0.8884 0.008
H 2.8701 -3.1082 -1.0190 0.937
H 3.4245 -1.4575 -0.9959 0.515
H -0.1938 -2.7699 0.7436 1.084
H 1.2798 -3.6694 0.6965 0.398
H 0.5294 -3.1171 -2.0643 0.499
H 1.0236 -4.5716 -1.2744 0.695
H -1.0140 -5.4272 -1.3978 0.385
H -1.7467 -3.9211 -1.9562 0.217
H -1.5430 -4.2771 -0.2169 0.235
H -0.7120 -0.8809 0.5797 0.341
H -0.8033 -1.1942 -2.1333 0.734
H 0.5481 -0.2134 -2.6451 0.368
H -2.5969 1.4665 -1.3417 0.644
H -3.9379 0.1786 0.0720 0.627
H -2.5432 -0.3786 0.9062 0.743
H -2.5560 -2.3562 -0.1039 -0.424
H -2.8474 -1.7436 -1.7623 0.256
H -4.1505 -1.9344 -0.6281 0.391
H -1.2662 4.3326 -3.4049 0.633
H 2.0532 2.5139 -0.5217 0.767
H 2.9549 1.1835 -2.5483 0.835
H 1.4068 1.5271 -3.2934 0.380
H 4.5097 4.3541 -4.0082 0.340
H 5.3041 5.0380 -2.5619 0.434
H 5.6114 3.3754 -3.0297 0.169
H 3.5120 5.7299 -1.4668 0.455
H 2.3465 4.5582 -0.7927 0.241
H 4.0132 4.5836 -0.2078 0.257
H 3.2410 -0.1454 1.2777 0.755
H 2.9159 1.5755 1.1973 0.481
H 4.6464 1.8766 -0.5584 0.456
H 5.6091 -0.5562 -1.2251 0.157
H 6.1119 -0.4036 0.5400 0.077
C 5.1366 -2.8701 7.5081 -0.297
C 4.2727 -1.6268 7.5027 -0.368
O 4.7486 -0.9313 6.3427 -0.305
C 5.3084 -1.8342 5.5099 0.534
O 5.6454 -1.6035 4.3905 -0.520
O 5.4329 -3.0378 6.1143 -0.292
H 4.6270 -3.7472 7.8978 0.323
H 6.0726 -2.7301 8.0504 0.271
H 3.2142 -1.8529 7.3652 0.257
H 4.3937 -1.0142 8.3916 0.314
C -5.4325 -3.1548 3.5484 -0.387
C -5.1036 -1.7641 3.0504 -0.334
O -3.7187 -1.8918 2.6899 -0.173
C -3.4726 -3.1958 2.4374 0.566
O -2.4575 -3.6005 1.9504 -0.589
O -4.5078 -3.9671 2.8000 -0.291
H -6.4548 -3.4553 3.3480 0.322
H -5.2302 -3.2817 4.6097 0.313
H -5.6727 -1.4892 2.1601 0.188
H -5.2333 -0.9954 3.8072 0.346
C -7.7911 2.3047 -2.4779 0.130
C -6.4474 2.9033 -2.8214 -0.326
O -5.5341 1.9593 -2.2415 -0.142
C -6.1755 0.7700 -2.1380 0.418
O -5.6367 -0.2544 -1.8478 -0.466
O -7.4859 0.9024 -2.4012 -0.397
H -8.5466 2.4963 -3.2370 -0.172
H -8.1560 2.6360 -1.5032 0.295
H -6.2732 2.9430 -3.8986 0.196
H -6.2947 3.8921 -2.3958 0.400
C 6.7940 -6.8193 3.4991 -0.198
C 7.6719 -7.6723 4.3916 -0.346
O 6.9353 -7.6834 5.6174 -0.331
C 5.6344 -7.4362 5.3304 0.646
O 4.7403 -7.5333 6.1060 -0.541
O 5.4925 -7.0535 4.0392 -0.260
H 6.8302 -7.1128 2.4530 0.313
H 7.0213 -5.7542 3.5809 0.155
H 7.7691 -8.6968 4.0284 0.262
H 8.6628 -7.2538 4.5471 0.299
C 9.2000 2.1188 -4.7468 -0.339
C 9.8789 1.1314 -3.8210 -0.303
O 8.9955 1.1146 -2.6949 -0.304
C 7.7729 1.5053 -3.1119 0.522
O 6.7831 1.4436 -2.4540 -0.431
O 7.8224 1.9806 -4.3779 -0.313
H 9.3381 1.8878 -5.7996 0.286
H 9.5110 3.1479 -4.5618 0.271
H 9.9275 0.1267 -4.2445 0.259
H 10.8758 1.4399 -3.5186 0.303
C -10.6126 5.8639 -4.5208 -0.296
C -11.9321 5.1344 -4.6462 -0.343
O -11.5266 3.8625 -5.1742 -0.342
C -10.2383 3.6614 -4.8421 0.700
O -9.6503 2.6326 -4.9802 -0.592
O -9.6883 4.7810 -4.3204 -0.263
H -10.5792 6.5541 -3.6829 0.320
H -10.3368 6.3980 -5.4293 0.258
H -12.4189 4.9748 -3.6828 0.249
H -12.6299 5.6231 -5.3200 0.297
C -5.7301 6.8539 -5.6548 -0.042
C -6.3473 6.8154 -7.0372 -0.349
O -7.7088 7.1633 -6.7687 -0.329
C -7.7473 7.8606 -5.6083 0.695
O -8.7068 8.4301 -5.2003 -0.532
O -6.5491 7.8139 -4.9806 -0.328
H -4.6913 7.1731 -5.6559 0.317
H -5.8113 5.8968 -5.1353 0.002
H -5.9192 7.5622 -7.7075 0.278
H -6.2886 5.8378 -7.5081 0.310
C 8.0214 -0.0094 2.7687 0.129
C 8.8919 0.7372 3.7561 -0.386
O 9.5987 1.6506 2.9122 -0.364
C 8.8671 1.8454 1.7879 0.522
O 9.0939 2.6700 0.9666 -0.506
O 7.8353 0.9640 1.7334 -0.190
H 7.0647 -0.3171 3.1846 0.033
H 8.5245 -0.8815 2.3450 0.188
H 8.3070 1.3074 4.4801 0.280
H 9.5876 0.0936 4.2882 0.338
C -6.9854 -7.6088 3.6571 -0.298
C -7.2191 -8.1325 5.0590 -0.334
O -6.8932 -6.9949 5.8660 -0.328
C -7.0467 -5.8862 5.1125 0.697
O -7.0137 -4.7718 5.5279 -0.532
O -7.2412 -6.2081 3.8122 -0.294
H -7.6562 -8.0396 2.9188 0.291
H -5.9544 -7.7422 3.3259 0.254
H -8.2610 -8.4021 5.2374 0.263
H -6.5836 -8.9758 5.3147 0.295
```

The value obtained for the largest force on an atom is 3.0 eV/A. The energy above the lowest of the compared OMol25 structures with the same formula, charge and spin comes out at 0.0 kJ/mol. For the frontier orbital gap, the calculation gives 7.55 eV. As for the total charge: +1.

***

| no. | molecular weight (g/mol) |
| --- | --- |
| 1 | 327.9 |
| 2 | 388.4 |
| 3 | 101.1 |
| 4 | 96.1 |
| 5 | 134.0 |
| 6 | 1532.1 |